(1)
Below is a molecular structure, C18H17Cl5LiN4O2P in a non-equilibrium geometry, with properties calculated with ωB97M-V/def2-TZVPD.

XYZ file:
```
48
Properties=species:S:1:pos:R:3:forces:R:3
Li 2.083173 0.307108 -0.786318 -0.1 0.2 -0.2
O 1.542095 -2.957311 0.852321 0.1 0.1 0.0
C 2.038522 -1.876429 0.489056 -0.2 -0.5 0.1
O 2.254676 -1.492713 -0.692561 0.0 -0.2 0.0
C 2.268122 -0.817137 1.557092 -0.1 0.0 0.1
C 2.984645 -1.003625 2.729410 0.0 0.0 0.0
C 3.055611 0.052380 3.623589 0.0 0.0 -0.1
C 2.393817 1.239038 3.333505 0.0 0.0 0.0
C 1.699389 1.330594 2.139626 -0.1 0.0 0.1
N 1.642498 0.327447 1.268467 0.3 -0.1 0.0
H 3.480252 -1.944987 2.921303 -0.1 0.0 0.0
H 3.622989 -0.046238 4.540169 0.0 0.0 0.0
H 2.420418 2.074542 4.018814 0.0 0.0 0.0
H 1.167492 2.232309 1.852927 0.0 0.0 0.0
Cl -1.151763 2.241546 -2.308180 -0.4 0.2 -0.6
C 0.271489 2.951743 -1.588346 0.6 0.0 0.1
C 1.374898 2.135693 -1.357603 -0.2 0.7 0.1
C 2.454545 2.834629 -0.819700 -0.7 0.3 -0.4
Cl 3.882249 1.914665 -0.446137 0.7 -0.3 0.1
C 2.483865 4.202968 -0.570694 0.1 0.1 0.1
Cl 3.905673 4.979952 0.029677 0.0 0.0 0.0
C 1.339655 4.956094 -0.814961 0.0 0.0 0.0
Cl 1.332354 6.653483 -0.520034 0.0 0.0 0.0
C 0.210352 4.318108 -1.316926 -0.1 0.0 0.0
Cl -1.229085 5.234126 -1.594240 0.0 0.0 0.0
C -3.369117 -2.369663 0.047580 -0.3 0.1 -0.1
N -1.909251 -2.619586 0.351223 0.1 -0.1 0.0
C -1.235037 -3.136634 -0.927342 0.1 -0.1 -0.2
N -1.451411 -2.239140 -2.001494 0.1 -0.1 -0.2
C -2.861428 -1.979613 -2.223280 0.0 0.0 0.1
N -3.510635 -1.449970 -1.027540 -0.2 0.0 0.0
C -3.041713 -0.091987 -0.717428 0.3 0.1 0.0
P -1.182706 0.055650 -0.416537 -0.6 -0.7 0.4
C -1.268287 -1.359333 0.834984 0.2 0.6 0.0
C -0.669637 -1.011630 -1.870168 0.1 0.2 0.2
H -3.841327 -1.983205 0.951603 0.1 0.0 0.0
H -3.822179 -3.325770 -0.222779 0.1 0.0 0.0
H -1.793474 -3.336419 1.068301 -0.1 0.0 0.0
H -1.682494 -4.111569 -1.135565 -0.1 0.0 0.1
H -0.173326 -3.249085 -0.699747 0.0 0.0 0.1
H -3.364100 -2.905405 -2.515926 0.0 0.0 0.0
H -2.965685 -1.252075 -3.026912 0.0 0.0 0.0
H -3.552491 0.261404 0.182504 0.0 0.0 0.0
H -3.336232 0.560293 -1.540145 0.0 0.0 0.0
H -1.843313 -0.991661 1.689515 0.0 -0.1 0.0
H -0.276906 -1.608614 1.186968 0.2 -0.2 0.0
H 0.378685 -1.275419 -1.742710 0.1 -0.1 0.0
H -0.755857 -0.428568 -2.785377 0.0 0.0 0.0
```
Forces are in eV/Å.

E_HOMO = -8.279 eV
strongest force on any atom = 1.03 eV/Å
frontier orbital gap = 8.09 eV
relative energy (zero: lowest compared OMol25 entry of this formula, charge and spin) = 0.000 eV


(2)
Below is a single C5H4BrIO molecule in a non-equilibrium geometry, with properties calculated with ωB97M-V/def2-TZVPD.

XYZ file:
```
12
Properties=species:S:1:pos:R:3:forces:R:3
O -0.357088 -2.501974 0.302827 -0.5 0.8 0.0
C -0.278488 -1.300515 0.139687 2.3 -1.4 -0.6
C 1.067126 -0.552669 -0.019593 1.9 -3.6 0.6
C 0.717910 0.899070 -0.207499 -0.1 -1.8 0.8
C -0.745624 0.995561 -0.095218 -0.9 -3.4 0.0
Br -1.476526 2.706570 -0.067481 -0.3 -0.5 -0.1
C -1.290122 -0.298784 0.064576 -1.4 4.3 -0.5
I -3.333876 -0.643857 0.051503 0.2 -0.1 0.2
H 1.629334 -0.878360 0.969498 -1.0 1.3 -1.6
H 1.778311 -1.111651 -0.777100 -1.8 1.4 1.0
H 1.192271 1.359316 -0.997871 0.6 1.0 -2.1
H 1.096776 1.327289 0.636667 1.2 1.9 2.3
```
Forces are in eV/Å.

SMILES string = O=C1CCC(Br)=C1I
E_HOMO = -9.171 eV
strongest force on any atom = 4.60 eV/Å
frontier orbital gap = 8.85 eV
relative energy (zero: lowest compared OMol25 entry of this formula, charge and spin) = 0.000 eV


(3)
Below is 5 unconnected molecules or ions with the total composition C42H71F4NO16 in a non-equilibrium geometry, with properties calculated with ωB97M-V/def2-TZVPD.

XYZ file:
```
134
Properties=species:S:1:pos:R:3:forces:R:3
C 1.739481 4.040513 -0.577575 0.6 -0.1 0.1
C 3.156277 3.458037 -0.491825 -0.8 0.1 -0.3
O 3.066319 2.105580 -0.083681 0.0 0.3 0.4
C 4.097784 1.658508 0.772647 -0.1 -0.5 -0.1
C 3.532222 0.561596 1.662897 0.1 0.2 -0.3
O 3.817402 -0.726476 1.137862 0.0 -0.1 0.2
C 4.852347 -1.412636 1.810489 -0.3 0.2 -0.6
C 4.795684 -2.857636 1.363225 0.1 0.6 0.4
O 3.458289 -3.305680 1.427688 0.0 -0.7 0.2
C 2.955789 -3.990141 0.304245 -0.4 0.2 0.0
C 2.089997 -5.091859 0.897753 -1.5 -0.3 0.3
O 0.886348 -5.127593 0.895654 1.4 -0.2 -0.2
N 2.832843 -6.160422 1.602009 0.4 0.7 -1.3
C 3.285332 -7.193982 0.766348 0.7 -1.7 1.5
O 3.801615 -8.218127 1.142984 -0.8 2.0 -1.0
F 3.075200 -6.936525 -0.544779 -0.2 -0.2 0.2
C 2.224384 -3.039894 -0.620304 0.1 0.4 0.0
C 1.904852 -3.633183 -1.989767 -0.3 -0.1 0.6
O 2.686860 -2.925989 -2.957812 -0.2 -0.1 -0.8
C 2.488562 -3.281149 -4.247918 0.2 0.3 -0.3
F 2.928933 -2.275513 -5.043746 -0.4 -1.0 0.7
F 3.180029 -4.407265 -4.570656 -0.4 0.6 0.1
F 1.185883 -3.521312 -4.537700 0.8 0.2 0.1
O 1.093241 -2.513921 0.015441 -0.2 -0.2 0.0
C 0.946061 -1.132642 -0.280906 -0.2 -0.1 0.5
C -0.296505 -0.581015 0.387158 0.5 0.4 -0.4
C 0.019549 0.892248 0.697816 -0.8 -0.7 0.2
C -1.234144 1.751558 0.938101 1.2 0.5 -0.5
C -1.319707 2.928396 -0.056090 -1.1 -0.5 0.1
C -2.778642 3.296508 -0.417838 0.6 0.7 0.4
C -3.080917 4.811515 -0.291957 0.0 -1.1 -0.9
C -2.866737 5.469263 -1.655476 -0.4 0.2 0.7
C -3.368094 6.900115 -1.802585 0.5 -0.1 -0.4
C -3.365915 7.255330 -3.291527 -0.2 0.1 0.3
C -3.326546 8.759113 -3.587295 0.5 -0.5 -0.1
C -2.407721 9.109677 -4.755127 -0.6 0.2 0.0
C -2.850513 8.452219 -6.058117 0.8 0.2 0.1
O -2.192357 7.206259 -6.228332 -0.3 -0.1 0.3
C -3.020155 6.121067 -6.573938 0.3 -0.2 0.0
H 1.556761 4.740475 0.229123 -0.1 0.1 0.2
H 1.027064 3.229040 -0.501614 0.1 0.1 -0.2
H 1.599013 4.578193 -1.506189 -0.2 0.1 -0.3
H 3.732125 4.046075 0.215838 0.4 0.0 0.1
H 3.610623 3.509584 -1.477180 0.4 0.0 -0.1
H 4.886028 1.203745 0.171695 0.4 0.1 0.0
H 4.519471 2.464976 1.368215 0.0 0.3 0.0
H 2.453262 0.681435 1.648511 0.0 0.0 0.1
H 3.858635 0.660548 2.695291 0.3 0.0 -0.4
H 4.734386 -1.320671 2.888057 0.3 0.0 -0.1
H 5.817008 -1.012197 1.493505 0.3 0.1 0.3
H 5.222300 -2.928951 0.367263 -0.1 -0.2 -0.3
H 5.394799 -3.424446 2.074217 0.3 -0.3 -0.1
H 3.736095 -4.469779 -0.286785 0.4 -0.1 0.0
H 3.661389 -5.718781 1.997731 0.0 -0.3 0.5
H 2.911362 -2.207591 -0.780400 0.4 0.0 -0.1
H 2.103153 -4.701409 -2.028345 0.2 -0.2 -0.2
H 0.844180 -3.490189 -2.146905 -0.2 0.1 -0.3
H 0.923649 -0.966435 -1.357231 0.0 0.0 -0.3
H 1.795720 -0.598037 0.140329 0.2 -0.1 -0.2
H -1.155538 -0.629475 -0.274754 -0.2 -0.2 0.0
H -0.485908 -1.177281 1.273207 -0.2 0.0 0.3
H 0.685606 0.893549 1.558889 -0.1 0.2 0.1
H 0.602191 1.257473 -0.141282 0.1 0.3 -0.1
H -1.142454 2.179220 1.929521 -0.5 -0.1 0.4
H -2.126724 1.148449 0.860883 -0.3 -0.2 0.1
H -0.804299 2.664313 -0.973187 0.2 0.0 -0.1
H -0.822240 3.786823 0.379137 0.1 0.2 -0.1
H -2.942785 3.008478 -1.449620 -0.3 -0.2 -0.2
H -3.474234 2.737522 0.198034 -0.1 -0.2 0.2
H -2.414117 5.223997 0.455041 -0.1 0.3 0.3
H -4.121141 4.892980 0.000148 -0.2 0.5 0.2
H -3.380035 4.858905 -2.392990 -0.1 -0.1 -0.2
H -1.803906 5.435500 -1.885771 0.2 0.0 -0.2
H -2.676116 7.576635 -1.302082 0.0 0.1 0.3
H -4.349878 7.019188 -1.357633 -0.2 0.0 0.1
H -2.500920 6.761458 -3.722004 0.3 0.1 -0.2
H -4.229905 6.783913 -3.753803 -0.2 -0.1 -0.1
H -4.320150 9.130918 -3.814303 -0.3 0.2 0.1
H -2.968967 9.252110 -2.688432 0.0 0.3 0.1
H -1.377356 8.846665 -4.545882 0.2 -0.2 0.0
H -2.438082 10.187764 -4.897522 0.1 0.2 0.0
H -2.555293 9.088542 -6.889517 -0.2 0.1 -0.3
H -3.932011 8.344748 -6.043540 -0.2 -0.1 -0.2
H -2.623732 5.233109 -6.091237 0.1 -0.2 0.1
H -4.043774 6.245854 -6.232819 -0.2 0.1 0.1
H -3.012483 5.941674 -7.647477 -0.1 0.1 -0.2
O 0.612632 -12.776758 -2.535434 -0.1 -0.2 0.0
C 1.202503 -11.992185 -1.858200 -0.1 0.2 -0.1
C 1.953762 -10.753406 -2.313680 0.3 -0.1 0.4
C 2.803327 -10.412016 -1.090377 -0.1 -0.2 -0.3
C 1.951031 -10.954621 0.046788 0.1 0.1 0.0
O 1.262530 -12.090407 -0.506428 0.0 0.0 0.0
H 1.225459 -9.973098 -2.540093 0.0 0.0 -0.1
H 2.547999 -10.969854 -3.196105 -0.2 0.0 -0.1
H 3.031713 -9.363189 -0.991139 0.0 0.2 0.1
H 3.746838 -10.957630 -1.137087 0.0 0.0 0.0
H 1.205190 -10.232156 0.388809 0.0 0.0 0.0
H 2.539930 -11.279363 0.900332 -0.1 -0.1 0.0
O 4.765790 0.182062 4.756881 0.2 0.2 0.0
C 3.586924 -0.021691 4.723519 -0.3 -0.3 0.6
C 2.879254 -1.364704 4.681803 -0.4 0.4 -0.3
C 1.479579 -0.973012 4.227984 -0.2 -0.2 -0.1
C 1.342599 0.435803 4.770238 -0.2 -0.1 0.0
O 2.676022 0.982916 4.729682 0.2 -0.1 0.1
H 2.883289 -1.800715 5.681193 0.1 0.0 0.0
H 3.373634 -2.035800 3.985156 0.0 -0.1 0.2
H 0.697628 -1.643958 4.578181 0.1 0.2 0.0
H 1.439431 -0.944272 3.135978 0.0 -0.1 0.0
H 0.987922 0.459613 5.802574 0.1 0.0 0.0
H 0.680468 1.046907 4.159903 0.2 0.2 0.0
O -0.645637 -2.990584 6.036243 0.0 0.2 0.1
C -0.026680 -3.949895 5.684915 -0.3 -0.3 0.0
C -0.409724 -5.411557 5.829191 0.5 -0.1 0.1
C 0.915940 -6.131795 5.574821 -0.2 0.0 0.1
C 1.624505 -5.154793 4.647219 0.0 -0.2 -0.1
O 1.160763 -3.851199 5.044833 0.2 -0.2 0.1
H -1.157149 -5.647257 5.070675 -0.1 0.0 0.0
H -0.813824 -5.604112 6.818259 -0.2 0.1 0.0
H 0.810222 -7.126439 5.147498 0.0 0.0 -0.1
H 1.470155 -6.223974 6.509770 0.0 0.0 0.0
H 1.358890 -5.307686 3.601148 -0.1 0.0 0.0
H 2.707613 -5.188752 4.746281 0.0 0.2 0.0
O -6.442938 4.816588 -2.578489 0.2 0.1 -0.1
C -7.062342 5.022844 -1.579616 0.0 -0.3 -0.1
C -8.488326 4.608934 -1.271914 -0.1 0.4 0.3
C -8.834322 5.483353 -0.067965 -0.1 -0.1 -0.1
C -7.469353 5.680994 0.576935 -0.1 0.0 0.1
O -6.527367 5.667382 -0.512215 -0.2 0.0 0.1
H -8.493778 3.546266 -1.026276 0.0 0.0 -0.1
H -9.131130 4.792881 -2.127175 0.1 -0.2 -0.1
H -9.566491 5.046004 0.607425 0.1 0.0 0.0
H -9.223706 6.442716 -0.410711 0.0 0.0 0.0
H -7.213452 4.870090 1.262311 0.0 0.0 0.0
H -7.383425 6.628365 1.102866 0.1 0.0 0.0
```
Forces are in eV/Å.

SMILES string = CCOCCOCCO[C@@H](C(=O)NC(=O)F)[C@@H](COC(F)(F)F)OCCCCCCCCCCCCCOC.O=C1CCCO1.O=C1CCCO1.O=C1CCCO1.O=C1CCCO1
E_HOMO = -9.253 eV
strongest force on any atom = 2.36 eV/Å
frontier orbital gap = 9.31 eV